# 1
This record from the OMol25 dataset describes C44H48CrN2O3P as an isolated structure at a distorted geometry. The level of theory is ωB97M-V/def2-TZVPD.

Properties
Charge ... +2
Kohn-Sham gap (alpha / beta) ... 7.481 / 4.898 eV
LUMO energy (alpha / beta) ... -5.1 / -8.4 eV
HOMO level (alpha / beta) ... -12.57 / -13.27 eV
Multiplicity ... 4

Geometry (Å):
C  -4.152  2.180  -0.476
C  -3.770  0.696  -0.632
C  -4.255  0.201  -1.998
C  -4.387  -0.201  0.441
C  -5.777  -0.395  0.432
C  -6.402  -1.155  1.417
C  -5.615  -1.736  2.412
C  -4.222  -1.604  2.407
C  -3.437  -2.263  3.541
C  -3.879  -3.717  3.716
C  -3.529  -1.468  4.840
C  -3.620  -0.827  1.417
N  -2.174  -0.691  1.366
P  -1.214  -2.141  1.275
H  -0.138  1.262  -1.845
N  0.114  -1.042  1.704
C  1.365  -1.638  2.137
C  2.522  -1.381  1.405
C  2.517  -0.371  0.258
C  3.177  -0.942  -0.989
C  3.230  0.918  0.686
C  3.726  -1.999  1.750
C  3.782  -2.853  2.850
C  2.619  -3.085  3.584
C  1.394  -2.535  3.206
C  0.170  -2.874  4.054
C  0.177  -2.091  5.360
C  0.085  -4.381  4.306
C  -0.377  -0.075  2.622
C  -1.676  0.138  2.412
H  -3.910  2.535  0.542
H  -3.604  2.808  -1.197
H  -5.235  2.326  -0.663
H  -2.672  0.583  -0.583
H  -3.895  -0.828  -2.175
H  -5.351  0.203  -2.044
H  -3.894  0.886  -2.772
H  -6.382  0.055  -0.360
H  -7.488  -1.304  1.389
H  -6.083  -2.325  3.199
H  -2.375  -2.293  3.249
H  -3.901  -4.202  2.734
H  -3.218  -4.292  4.381
H  -4.896  -3.768  4.118
H  -3.174  -0.437  4.708
H  -4.572  -1.414  5.179
H  -2.951  -1.921  5.658
H  1.464  -0.152  0.021
H  2.736  -1.927  -1.196
H  2.937  -0.300  -1.841
H  4.274  -1.003  -0.880
H  2.903  1.223  1.698
H  4.329  0.770  0.700
H  3.002  1.727  -0.022
H  4.610  -1.785  1.144
H  4.718  -3.349  3.110
H  2.635  -3.743  4.450
H  -0.736  -2.588  3.495
H  0.241  -1.011  5.184
H  -0.709  -2.290  5.979
H  1.056  -2.378  5.951
H  0.207  -4.925  3.362
H  0.895  -4.711  4.968
H  -0.868  -4.688  4.762
H  0.285  0.441  3.307
H  -2.322  0.851  2.903
O  5.091  6.046  -2.575
C  5.061  4.901  -2.847
Cr  4.877  2.991  -2.962
C  3.265  3.411  -2.086
O  2.248  3.654  -1.556
C  5.683  2.900  -1.237
O  6.095  2.968  -0.150
C  6.376  2.680  -4.515
C  5.219  3.189  -5.131
C  3.984  2.598  -4.881
C  3.874  1.470  -4.036
C  2.535  0.998  -3.665
C  1.437  0.836  -3.154
C  0.043  0.795  -2.783
C  -0.789  1.540  -3.798
C  -1.969  0.958  -4.290
C  -2.859  1.740  -5.062
C  -2.452  3.035  -5.478
C  -1.199  3.553  -5.063
C  -0.359  2.811  -4.222
C  5.056  0.946  -3.475
C  6.296  1.519  -3.744
H  7.359  3.149  -4.701
H  5.269  4.100  -5.739
H  3.068  2.999  -5.310
H  -0.281  -0.268  -2.855
H  -2.202  -0.086  -4.024
H  -3.854  1.323  -5.335
H  -3.154  3.700  -6.016
H  -0.880  4.551  -5.383
H  0.675  3.116  -3.917
H  4.974  0.083  -2.816
H  7.203  1.092  -3.307

Forces on atoms 1 to 6 (eV/Å):
C -0.024 0.040 0.355
C -0.272 -0.310 -0.222
C 0.208 -0.037 -0.137
C -0.336 0.571 -0.578
C 0.043 0.012 0.240
C 0.277 -0.025 -0.059

Atomic partial charges in e from the Löwdin method, atoms 1 to 5:
1 C -0.048
2 C -0.373
3 C -0.068
4 C -0.135
5 C -0.013

# 2
This record from the OMol25 dataset describes C44H48F2IMnN5O2PS as an isolated structure. The level of theory is ωB97M-V/def2-TZVPD.

Properties
Charge ... -1
Kohn-Sham gap (alpha / beta) ... 6.199 / 6.500 eV
Energy above the lowest of the compared OMol25 structures with the same formula, charge and spin ... 3.8 kcal per mole
LUMO energy (alpha / beta) ... 2.1 / 2.1 eV
HOMO level (alpha / beta) ... -4.12 / -4.42 eV
Multiplicity ... 6

Geometry (Å):
Mn  -0.376  -0.369  -0.220
F  -5.683  0.863  1.014
C  -4.585  0.115  1.296
C  -3.396  0.376  0.650
C  -2.252  -0.378  0.927
C  -2.365  -1.418  1.880
C  -3.596  -1.645  2.489
F  -3.777  -2.668  3.374
C  -4.723  -0.896  2.224
C  -1.168  -2.257  2.144
C  -1.030  -3.121  3.238
C  0.137  -3.839  3.400
C  1.163  -3.700  2.475
C  0.953  -2.829  1.425
N  -0.169  -2.138  1.258
H  -3.385  1.169  -0.092
H  -5.665  -1.112  2.707
H  -1.826  -3.216  3.956
H  0.248  -4.503  4.249
H  2.094  -4.242  2.564
H  1.714  -2.668  0.669
C  4.961  -1.456  -1.668
C  3.741  -1.266  -0.766
C  4.120  -0.511  0.505
P  2.138  -0.584  -1.470
C  2.189  -1.284  -3.190
C  1.202  -0.611  -4.137
C  1.930  -2.790  -3.111
C  2.351  1.202  -1.758
C  3.500  1.722  -2.361
C  3.658  3.056  -2.691
C  4.914  3.574  -3.341
C  2.576  3.898  -2.416
C  1.416  3.432  -1.845
C  1.243  2.064  -1.483
N  0.118  1.622  -0.867
C  -1.035  2.454  -0.932
C  -1.762  2.548  -2.133
C  -1.313  1.801  -3.354
C  -2.922  3.311  -2.177
C  -3.402  3.991  -1.065
C  -4.697  4.756  -1.119
C  -2.675  3.892  0.111
C  -1.510  3.134  0.197
C  -0.805  3.028  1.517
H  5.744  -1.965  -1.098
H  5.382  -0.510  -2.006
H  4.746  -2.068  -2.544
H  3.436  -2.274  -0.460
H  4.388  0.523  0.281
H  4.977  -0.989  0.987
H  3.291  -0.497  1.214
H  3.198  -1.105  -3.575
H  0.177  -0.793  -3.816
H  1.331  -1.020  -5.143
H  1.369  0.466  -4.185
H  0.919  -2.962  -2.735
H  2.637  -3.301  -2.453
H  2.010  -3.244  -4.103
H  4.306  1.043  -2.605
H  5.662  2.784  -3.422
H  5.358  4.393  -2.769
H  4.722  3.950  -4.350
H  2.648  4.953  -2.667
H  0.599  4.118  -1.659
H  -1.224  0.737  -3.139
H  -0.341  2.158  -3.704
H  -2.037  1.918  -4.161
H  -3.479  3.353  -3.108
H  -4.849  5.209  -2.101
H  -4.719  5.549  -0.371
H  -5.547  4.096  -0.926
H  -3.033  4.398  1.002
H  -1.368  3.547  2.294
H  0.195  3.465  1.469
H  -0.702  1.981  1.806
C  1.635  -0.656  6.549
C  0.505  0.016  5.769
C  0.943  0.474  4.416
N  0.721  -0.187  3.341
N  1.232  0.386  2.209
C  1.867  1.493  2.460
N  2.515  2.226  1.514
S  1.867  1.930  4.141
H  1.282  -1.001  7.521
H  2.465  0.033  6.714
H  2.014  -1.515  5.994
H  0.102  0.860  6.334
H  -0.312  -0.688  5.603
H  2.201  2.037  0.567
H  2.641  3.206  1.707
I  -4.568  -6.181  1.847
C  -3.809  -4.777  0.491
C  -2.467  -4.824  0.150
C  -1.961  -3.858  -0.709
C  -2.784  -2.873  -1.236
C  -4.136  -2.872  -0.914
C  -4.654  -3.812  -0.036
C  -2.220  -1.777  -2.122
O  -2.952  -1.262  -2.959
O  -0.983  -1.488  -1.908
H  -1.818  -5.581  0.570
H  -0.907  -3.846  -0.952
H  -4.767  -2.101  -1.337
H  -5.697  -3.782  0.247

Forces on atoms 1 to 6 (eV/Å):
Mn -0.020 -0.078 -0.073
F -0.010 -0.005 -0.002
C 0.003 0.011 -0.002
C 0.009 0.020 -0.047
C 0.011 -0.002 0.013
C 0.024 -0.016 -0.025

Atomic partial charges in e from the Löwdin method, atoms 1 to 5:
1 Mn 0.785
2 F 0.039
3 C -0.274
4 C -0.044
5 C -0.090

E per entry: -3425.82485, -4517.89604 Eh